1.
{"formula": "C28H18F12N5O2S2Y", "method": "wB97M-V/def2-TZVPD", "e_tot_ha": -3535.42052, "orbital_gap_ev": 5.66, "homo_energy_ev": -1.54, "total_charge": -2, "species": ["Y", "C", "C", "C", "C", "C", "N", "C", "C", "C", "C", "C", "C", "C", "C", "O", "C", "F", "F", "F", "C", "F", "F", "F", "C", "C", "C", "O", "C", "F", "F", "F", "C", "F", "F", "F", "H", "H", "H", "H", "H", "H", "H", "H", "H", "H", "H", "H", "S", "C", "C", "N", "C", "S", "C", "N", "C", "N", "C", "C", "N", "C", "H", "H", "H", "H", "H", "H"], "coordinates": [[0.1086, 1.0307, 1.3336], [-2.6899, -5.6706, -0.5812], [-1.8870, -4.4463, -0.5652], [-0.7913, -4.2330, -1.3607], [-0.1054, -2.9994, -1.3615], [-0.5403, -1.9131, -0.5886], [0.3007, -0.8247, -0.4253], [1.1009, -0.4333, -1.4907], [0.5511, -0.4059, -2.8188], [1.3865, -0.5118, -3.9295], [2.7576, -0.7021, -3.7492], [3.6751, -1.2276, -4.7613], [3.3167, -0.5167, -2.4573], [2.4928, -0.1617, -1.4048], [3.0683, 0.1938, -0.0422], [2.0883, 0.7415, 0.7228], [4.0855, 1.3636, -0.2133], [3.4325, 2.3918, -0.8770], [5.2716, 1.1373, -0.7730], [4.4284, 1.9265, 1.0130], [3.6945, -1.0427, 0.7102], [2.7241, -2.0013, 0.9100], [4.7038, -1.6181, 0.0035], [4.1680, -0.7148, 1.9501], [-1.7594, -2.1663, 0.2178], [-2.3883, -3.3822, 0.2307], [-2.3979, -1.0622, 1.0887], [-1.7947, 0.1672, 1.0223], [-3.8458, -0.8442, 0.5596], [-3.8771, -0.3952, -0.7079], [-4.4440, 0.0976, 1.3382], [-4.6859, -1.9323, 0.5971], [-2.4472, -1.4129, 2.6507], [-1.1324, -1.5743, 3.0249], [-3.0660, -2.5946, 2.9852], [-2.8816, -0.3771, 3.4022], [-3.6982, -5.5329, -1.0761], [-2.8730, -6.0148, 0.4217], [-2.1961, -6.4552, -1.1778], [-0.5610, -4.9889, -2.0942], [0.8044, -2.8952, -1.9823], [-0.5325, -0.5062, -2.8355], [1.0059, -0.4069, -4.9448], [3.2548, -0.9471, -5.8018], [3.6516, -2.3254, -4.8603], [4.6822, -0.8743, -4.6327], [4.3908, -0.4994, -2.3726], [-3.2027, -3.5165, 0.9673], [0.1056, 3.4377, 2.7302], [0.4425, 3.2257, 4.3781], [0.6904, 4.4733, 5.1037], [0.9971, 5.5368, 5.4569], [0.5220, 1.9892, 4.9898], [0.8503, 0.5357, 4.2472], [0.5681, 2.1719, 6.4428], [0.6271, 2.4590, 7.5748], [-2.2380, 5.5990, -0.2370], [-1.8109, 4.2146, -0.5157], [-2.6476, 3.1169, -0.8614], [-1.8518, 2.0167, -0.9067], [-0.5422, 2.3977, -0.5023], [-0.6021, 3.7025, -0.2503], [-2.6379, 5.9305, -1.1887], [-1.3471, 6.1636, 0.0095], [-2.9609, 5.5674, 0.6141], [-3.7265, 3.1351, -1.0594], [-2.0429, 1.0371, -1.2472], [0.2577, 4.3665, -0.0424]], "forces_ev_per_angstrom": [[1.236, -1.159, 0.580], [-1.060, -1.154, -1.433], [-1.019, 1.397, 0.766], [0.097, 1.269, -0.324], [-0.235, -1.037, -0.600], [-0.017, -0.071, 1.023], [-0.610, 1.126, 0.045], [-0.902, -0.922, -0.790], [0.787, -0.334, 0.870], [0.029, 0.196, 0.323], [0.316, -0.036, 1.869], [-1.300, -0.187, -3.287], [-1.574, 1.018, -1.330], [0.440, -1.344, 0.843], [-0.688, 0.421, 0.576], [0.934, -0.015, 0.392], [-0.463, 2.060, 1.904], [1.109, -1.223, 0.211], [-0.036, -0.302, -0.872], [-0.527, -0.775, -1.120], [-0.902, -0.089, 0.582], [1.309, 1.006, -0.336], [-0.332, 0.154, 0.498], [-0.219, -0.377, -1.319], [1.218, 1.301, 0.018], [1.021, -0.724, 0.017], [0.053, 0.645, -0.163], [-1.055, -1.139, 0.487], [-0.757, 0.235, 0.866], [0.123, -0.150, 0.265], [-0.125, -0.283, -0.596], [0.462, 0.719, -0.005], [1.831, -0.091, -0.200], [-1.045, -0.233, -0.356], [-0.011, 1.415, 0.034], [-0.410, -1.318, -0.454], [0.864, 0.015, 0.527], [-0.122, -0.422, 0.429], [-0.090, 0.029, 0.381], [0.507, -0.304, 0.016], [-0.649, -0.031, 0.481], [0.156, 0.242, -0.476], [-0.137, -0.401, 0.103], [0.985, -0.017, 1.218], [0.245, 0.146, 0.528], [0.473, 0.069, -0.146], [0.144, -0.110, 0.212], [0.520, -0.269, -0.954], [-0.213, 0.473, -1.630], [-0.178, 0.083, 1.362], [0.069, 0.089, -0.554], [-0.390, -0.854, 0.038], [0.591, 2.608, 1.431], [-0.407, -1.457, -0.940], [0.387, 0.115, 1.308], [-0.207, -0.732, -1.725], [-0.109, -1.578, 0.056], [-1.101, -0.791, 0.574], [0.171, 0.184, -0.370], [1.484, 2.166, 0.444], [-1.076, 0.544, -0.335], [0.536, -0.018, -1.002], [-0.461, 0.594, 0.225], [-0.030, 0.152, 0.187], [0.523, 0.387, -0.826], [0.716, 0.548, 0.138], [-0.232, -0.703, 0.072], [-0.650, -0.759, 0.244]], "lowdin_charge": [1.273, -0.098, -0.322, -0.062, -0.022, -0.200, 0.005, -0.242, -0.036, -0.065, -0.318, -0.102, 0.012, -0.080, -0.351, -0.301, -0.470, 0.106, 0.144, 0.095, -0.453, 0.123, 0.120, 0.128, -0.050, -0.009, -0.335, -0.307, -0.500, 0.141, 0.123, 0.100, -0.460, 0.064, 0.107, 0.137, 0.090, 0.063, 0.069, 0.094, 0.117, 0.108, 0.097, 0.093, 0.073, 0.059, 0.110, 0.120, 0.528, -0.827, -0.323, 0.100, -0.877, 0.563, -0.294, 0.106, -0.010, -0.124, -0.042, -0.116, -0.027, -0.250, 0.079, 0.084, 0.108, 0.119, 0.082, 0.133]}

***

2.
{"formula": "C28H18GaI2N3O5", "method": "wB97M-V/def2-TZVPD", "e_tot_ha": -4138.22793, "orbital_gap_ev": 4.60, "e_above_lowest_kcal_mol": 149.61, "homo_energy_ev": -6.32, "total_charge": 0, "species": ["Ga", "O", "C", "C", "C", "C", "C", "C", "C", "O", "N", "O", "O", "H", "H", "H", "H", "N", "C", "C", "C", "C", "C", "C", "C", "C", "C", "C", "C", "C", "H", "H", "H", "H", "H", "H", "H", "H", "H", "H", "I", "C", "C", "C", "I", "C", "C", "C", "C", "N", "C", "C", "O", "H", "H", "H", "H"], "coordinates": [[-0.0055, 0.2254, 0.9428], [1.5435, -0.8967, 1.5867], [1.9752, -0.9702, 2.7417], [1.4703, -0.2532, 3.8783], [2.1061, -0.4754, 5.1085], [1.6561, 0.1697, 6.2201], [0.5662, 1.0444, 6.1624], [-0.0655, 1.2728, 4.9700], [0.3707, 0.6353, 3.7882], [-0.2591, 0.9023, 2.6706], [2.3295, -0.0624, 7.5114], [1.8368, 0.4553, 8.4910], [3.2568, -0.8434, 7.5235], [2.8187, -1.6518, 2.9150], [2.9490, -1.1507, 5.1812], [0.2367, 1.5290, 7.0708], [-0.9094, 1.9452, 4.9041], [-1.0144, 1.9145, 0.2940], [-1.9565, 1.8935, -0.8258], [-3.1274, 2.6109, -0.6253], [-4.0829, 2.7013, -1.6184], [-3.8382, 2.0661, -2.8248], [-2.6662, 1.3530, -3.0085], [-1.6819, 1.2319, -2.0228], [-0.4471, 0.3997, -2.2584], [-0.1632, -0.0378, -3.7091], [1.7291, -1.1910, -3.8874], [2.6699, -1.6456, -2.8055], [2.4983, -1.2842, -1.5387], [1.3066, -0.4694, -1.3064], [-0.3162, 2.6460, 0.1458], [-1.5385, 2.2008, 1.1179], [-3.2861, 3.1095, 0.3254], [-4.9949, 3.2578, -1.4509], [-4.5574, 2.1220, -3.6312], [-2.5260, 0.8668, -3.9607], [-0.8974, 0.2531, -4.4462], [2.0842, -1.5637, -4.8435], [3.5005, -2.2857, -3.0785], [3.1471, -1.5946, -0.7307], [1.2103, 3.3146, -3.4447], [1.9192, 1.3170, -2.9652], [1.3503, 0.3611, -4.0090], [0.1988, -1.5484, -3.6854], [-0.5815, -2.6567, -5.3426], [-0.2851, -2.0649, -2.3592], [-0.8787, -3.1957, -1.9863], [-1.4071, -3.3412, -0.6318], [-1.3716, -2.2958, 0.2095], [-0.8393, -1.0640, -0.1228], [-0.1755, -0.9190, -1.4051], [1.0279, 0.8330, -1.9348], [1.3139, 0.7373, -0.4484], [1.5042, 0.7165, -5.0246], [-1.0046, -4.0046, -2.6967], [-1.8886, -4.2584, -0.3288], [-1.8098, -2.3615, 1.1989]], "forces_ev_per_angstrom": [[-0.241, 0.322, -0.516], [0.081, -0.054, 0.149], [-0.011, 0.027, 0.114], [0.087, -0.157, -0.121], [0.082, -0.037, -0.070], [0.150, 0.225, 0.187], [0.028, 0.015, 0.092], [0.003, -0.040, -0.161], [-0.047, 0.068, 0.122], [0.011, -0.115, -0.013], [-0.684, -0.640, -0.051], [0.187, 0.275, 0.021], [0.265, 0.188, -0.035], [-0.026, 0.048, 0.027], [-0.011, 0.011, -0.007], [0.010, 0.000, -0.009], [0.004, -0.004, -0.006], [-0.042, 0.170, 0.217], [0.062, 0.021, 0.135], [-0.046, -0.029, -0.005], [0.009, -0.043, -0.045], [0.020, 0.014, 0.049], [-0.077, -0.091, -0.026], [0.032, -0.002, 0.011], [0.077, 0.250, 0.111], [0.219, 0.058, -0.090], [-0.020, 0.089, 0.118], [-0.046, -0.009, -0.053], [-0.027, -0.025, 0.057], [0.029, 0.460, 0.135], [0.016, -0.061, -0.163], [0.061, 0.105, -0.005], [0.002, 0.009, -0.017], [0.008, 0.008, -0.013], [-0.001, -0.007, 0.014], [-0.008, -0.014, 0.022], [0.003, 0.052, 0.005], [-0.007, 0.001, -0.021], [0.004, 0.024, -0.017], [-0.014, 0.014, -0.010], [-0.093, 0.236, -0.064], [0.011, -0.062, 0.081], [-0.119, -0.271, -0.141], [0.015, 0.006, 0.021], [-0.001, -0.010, 0.002], [-0.036, 0.161, -0.054], [-0.039, -0.167, 0.100], [0.030, 0.004, -0.175], [0.107, 0.080, -0.046], [-0.047, -0.185, -0.031], [-0.051, -0.184, 0.056], [-0.173, -0.332, -0.014], [0.198, -0.414, 0.106], [0.035, -0.012, 0.003], [-0.021, 0.014, 0.012], [0.029, -0.009, -0.003], [0.014, 0.015, 0.011]], "lowdin_charge": [0.478, 0.068, -0.079, -0.098, 0.063, -0.133, 0.034, 0.032, -0.268, -0.013, -0.355, 0.088, 0.086, 0.155, 0.136, 0.129, 0.128, 0.121, -0.194, -0.031, -0.073, -0.061, -0.003, -0.069, -0.144, -0.180, -0.211, -0.003, 0.030, -0.258, 0.141, 0.105, 0.114, 0.107, 0.109, 0.106, 0.104, 0.100, 0.113, 0.116, 0.699, -0.549, -0.278, -0.654, 0.920, -0.178, -0.044, -0.082, -0.144, 0.038, -0.227, -0.404, 0.021, 0.116, 0.073, 0.091, 0.111]}